1.
Here is C42H39N5O8Pb as an isolated structure from the OMol25 dataset. Energies are from the ωB97M-V functional and the def2-TZVPD basis.

The geometry in XYZ format:
```
95
Properties=species:S:1:pos:R:3
Pb -0.2983 -0.1703 -0.1733
C 1.5210 3.8901 -1.9366
O 1.9032 4.9590 -1.0550
C 2.4578 4.6963 0.1361
C 2.6213 5.7769 0.9985
C 3.2263 5.6767 2.2505
C 3.7037 4.4693 2.7152
C 3.5423 3.3720 1.8735
C 3.8935 2.0063 1.9959
N 3.5165 1.3620 0.9214
N 3.6996 0.0947 0.6726
C 3.0143 -0.5526 -0.2919
O 2.2030 -0.0325 -1.0753
C 3.2926 -2.0210 -0.3390
C 2.6754 -2.7717 -1.3338
C 2.7904 -4.1520 -1.3437
C 3.5327 -4.7903 -0.3617
C 4.1711 -4.0468 0.6246
C 4.0508 -2.6672 0.6403
C 2.9268 3.4689 0.6236
O 2.8990 2.2428 0.0159
H 1.3722 4.3448 -2.9107
H 2.2912 3.1257 -2.0087
H 0.5876 3.4353 -1.6114
H 2.2583 6.7338 0.6454
H 3.3220 6.5666 2.8584
H 4.1769 4.3560 3.6812
H 4.3936 1.4743 2.7861
H 2.0871 -2.2643 -2.0866
H 2.2760 -4.7301 -2.0995
H 3.6081 -5.8708 -0.3560
H 4.7516 -4.5465 1.3907
H 4.5303 -2.0794 1.4093
O -2.8058 -1.5745 -5.9586
C -2.2669 -1.2429 -4.7669
C -2.2425 0.0674 -4.2978
C -1.6960 0.3100 -3.0581
N -1.1903 -0.6724 -2.3164
C -1.1898 -1.9269 -2.7630
C -1.7239 -2.2604 -3.9871
C -0.5660 -2.9703 -1.8331
O -0.4171 -4.1033 -2.2710
O -0.2597 -2.5342 -0.6675
C -1.6536 1.7135 -2.4576
O -2.0311 2.6482 -3.1516
O -1.2164 1.7602 -1.2534
H -3.1378 -0.7837 -6.3959
H -2.6395 0.9057 -4.8586
H -1.7159 -3.2872 -4.3255
C -0.4510 1.0050 4.4973
C 0.4540 -0.1957 4.4070
C 1.5479 -0.3469 5.2504
C 2.3765 -1.4539 5.1462
C 2.1180 -2.4206 4.1863
C 1.0250 -2.3156 3.3326
C 0.7247 -3.3754 2.3079
C 0.1903 -1.2023 3.4725
N -0.8984 -1.0322 2.5926
C -2.0827 -1.3611 2.8789
C -2.4890 -2.0109 4.1767
C -3.1555 -1.0838 1.8521
C -4.5731 -1.4206 2.2323
N -2.8362 -0.5801 0.7279
C -3.8198 -0.3546 -0.2778
C -4.3104 0.9413 -0.4590
C -3.9530 2.0376 0.5077
C -5.1847 1.1727 -1.5141
C -5.5779 0.1408 -2.3502
C -5.1136 -1.1463 -2.1272
C -4.2329 -1.4198 -1.0880
C -3.7642 -2.8273 -0.8254
H -0.0023 1.7841 5.1120
H -1.4164 0.7425 4.9400
H -0.6518 1.4191 3.5062
H 1.7463 0.4157 5.9959
H 3.2239 -1.5619 5.8123
H 2.7703 -3.2812 4.0925
H 1.5592 -4.0699 2.2215
H 0.5302 -2.9519 1.3199
H -0.1653 -3.9476 2.5894
H -1.6234 -2.1296 4.8237
H -2.9217 -2.9954 3.9875
H -3.2409 -1.4158 4.6965
H -4.6674 -2.4910 2.4260
H -5.2586 -1.1447 1.4365
H -4.8586 -0.8952 3.1447
H -2.8954 2.0063 0.7637
H -4.5336 1.9388 1.4305
H -4.1670 3.0112 0.0694
H -5.5475 2.1800 -1.6807
H -6.2507 0.3368 -3.1768
H -5.4330 -1.9574 -2.7726
H -3.8771 -3.4448 -1.7155
H -4.3588 -3.2861 -0.0292
H -2.7176 -2.8600 -0.5212
```

Output
Total charge ... 0
Relative energy (zero: lowest compared OMol25 entry of this formula, charge and spin) ... 0.105 eV
Kohn-Sham gap ... 7.7611 eV

2.
Here is C42H40BrN12O2Tm as an isolated structure from the OMol25 dataset. Energies are from the ωB97M-V functional and the def2-TZVPD basis.

The geometry in XYZ format:
```
98
Properties=species:S:1:pos:R:3
Tm -0.8445 0.4074 -0.4415
C -1.3214 -3.8921 1.3977
C -1.6080 -2.8653 0.5569
N -1.2825 -1.5881 0.9029
C -1.1438 -1.3468 2.2462
C -0.6603 -2.4706 3.0449
N -0.6925 -3.6754 2.5884
C -1.2462 -0.0070 2.7891
C -1.0436 0.4204 4.1030
C -1.2284 1.7414 4.4587
C -1.4789 2.6743 3.4408
C -1.6192 2.2564 2.1394
N -1.5236 0.9405 1.8612
C -1.8837 3.1405 1.0171
C -2.4127 4.4755 1.2180
N -2.5730 5.2370 0.1762
C -2.0500 4.8706 -1.0101
C -1.4970 3.6449 -1.1956
N -1.4465 2.7658 -0.1875
C -1.1806 2.2387 5.8633
C -1.8954 3.3696 6.2267
C -1.8267 3.7916 7.5580
N -1.1038 3.1960 8.5036
C -0.4621 2.0777 8.1915
C -0.4972 1.5643 6.8717
H -1.3784 -4.9115 1.0848
H -1.9660 -3.0588 -0.4688
H -0.3534 -2.3093 4.0742
H -0.9262 -0.2628 4.9503
H -1.4073 3.7363 3.6538
H -2.8315 4.8322 2.1656
H -2.0971 5.6188 -1.7574
H -0.9918 3.2665 -2.0753
H -2.3376 3.9770 5.4488
H -2.3751 4.6840 7.9007
H 0.1147 1.5726 8.9662
H 0.0495 0.6676 6.6229
Br 6.0748 -4.5131 1.9294
C 6.4305 -3.6020 0.3566
C 6.4980 -2.2376 0.4638
C 6.6260 -1.4653 -0.7215
C 6.3521 -2.0823 -1.9062
C 6.5617 -3.4641 -2.0141
C 6.6185 -4.2639 -0.8670
N 5.5721 -1.6029 -2.9465
N 5.0694 -0.4282 -2.6985
C 3.8053 -0.1262 -3.1033
C 3.5901 1.2416 -3.3021
C 2.3855 1.7835 -2.8802
C 1.2861 0.9575 -2.4840
O 0.1271 1.5003 -2.0740
C 1.5030 -0.4402 -2.4760
N 0.5497 -1.1795 -1.7886
C 0.5763 -2.5018 -1.9258
C 1.6476 -3.2145 -2.4482
C 2.7397 -2.4545 -2.8427
C 2.7080 -1.0459 -2.8669
H 6.4291 -1.7367 1.4036
H 6.6181 -0.4025 -0.6835
H 6.5916 -3.9343 -3.0313
H 6.8159 -5.3219 -0.9902
H 4.3888 1.8398 -3.7058
H 2.2203 2.8620 -2.9086
H -0.3407 -2.9988 -1.6188
H 1.6582 -4.2719 -2.5337
H 3.6879 -3.0096 -3.1109
C -2.7064 -1.2459 -5.3165
C -1.8428 -0.0455 -5.0261
N -1.9077 0.3675 -3.6283
C -3.0118 0.0672 -2.7841
N -2.9543 0.2994 -1.4842
C -4.2072 0.0803 -0.6555
C -5.4873 -0.1692 -1.4799
C -5.1356 -1.0928 -2.5685
N -4.0493 -0.6304 -3.3480
C -4.0825 -1.0268 -4.7457
H -2.2428 -2.1705 -4.8977
H -2.7173 -1.4706 -6.3920
H -2.1271 0.7938 -5.6797
H -0.7630 -0.2920 -5.1304
H -1.2873 1.0986 -3.3241
H -4.3756 0.9333 -0.0246
H -3.9671 -0.7402 0.0414
H -5.7294 0.8393 -1.8940
H -6.2462 -0.5406 -0.8327
H -6.0035 -1.2303 -3.2540
H -4.9429 -2.1325 -2.1767
H -4.6665 -0.2178 -5.2248
H -4.6436 -1.9808 -4.7935
C 2.8464 0.7628 2.4585
C 2.3768 0.1835 1.1619
O 1.1303 0.8475 0.7741
H 3.7217 0.2826 2.9459
H 2.0135 0.7528 3.1467
H 3.1181 1.8222 2.3968
H 2.1286 -0.8718 1.1018
H 3.0509 0.3426 0.3177
H 0.9419 1.7177 1.2050
```

Output
Total charge ... +2
Spin multiplicity ... 3
Kohn-Sham gap (alpha / beta) ... 4.5506 / 4.5555 eV

3.
Here is C42H40Cl2N5O6SbSn as an isolated structure from the OMol25 dataset. Energies are from the ωB97M-V functional and the def2-TZVPD basis.

The geometry in XYZ format:
```
97
Properties=species:S:1:pos:R:3
Sn 0.6700 0.8745 -1.6994
C -0.3859 0.3000 2.9681
C 0.4661 1.1340 3.6741
C 1.3897 1.8950 2.9757
C 1.4556 1.7844 1.5903
N 0.6164 0.9911 0.9149
C -0.2815 0.2740 1.5870
C 2.4363 2.5610 0.7912
C 3.5797 3.1112 1.3587
C 4.4288 3.8576 0.5570
C 4.1012 4.0565 -0.7711
C 2.9499 3.4547 -1.2737
N 2.1582 2.7018 -0.5060
C 2.5696 3.6178 -2.6969
C 2.7970 4.8054 -3.3784
C 2.4512 4.8819 -4.7195
C 1.8951 3.7734 -5.3351
C 1.6750 2.6398 -4.5693
N 2.0017 2.5621 -3.2826
H -1.1190 -0.3162 3.4699
H 0.4052 1.2020 4.7521
H 2.0303 2.5834 3.5073
H -0.9414 -0.3415 0.9851
H 3.8156 2.9489 2.4000
H 5.3372 4.2806 0.9644
H 4.7399 4.6371 -1.4208
H 3.2124 5.6618 -2.8653
H 2.6233 5.7965 -5.2707
H 1.6349 3.7828 -6.3836
H 1.2224 1.7522 -4.9975
C 5.6430 -0.4048 1.4401
C 4.8028 -1.3822 2.2450
Sb 3.1346 -2.2092 1.0482
C 2.0759 -3.4609 2.5122
C 2.8237 -4.7146 2.9372
C 4.2505 -3.2845 -0.4848
C 4.9398 -4.5332 0.0457
H 6.4483 -0.0060 2.0595
H 5.0507 0.4393 1.0825
H 6.1044 -0.8867 0.5775
H 4.3684 -0.9215 3.1310
H 5.3789 -2.2582 2.5503
H 1.1088 -3.6907 2.0685
H 1.9307 -2.7743 3.3469
H 2.8938 -5.4403 2.1327
H 2.2695 -5.1805 3.7552
H 3.8258 -4.4997 3.3102
H 4.9682 -2.5464 -0.8433
H 3.5456 -3.5040 -1.2843
H 5.6718 -4.3041 0.8211
H 5.4725 -5.0090 -0.7800
H 4.2308 -5.2607 0.4331
Cl -4.0891 -0.8763 1.6724
C -5.5500 -0.6015 0.7818
C -6.5144 -1.5800 0.7479
C -7.6786 -1.3578 0.0241
C -7.8340 -0.1954 -0.7090
C -6.8639 0.7923 -0.6817
Cl -7.0111 2.0830 -1.8098
C -5.7179 0.6394 0.1309
N -4.6920 1.5632 0.2641
C -4.7304 2.9094 0.3807
C -5.8943 3.5822 0.8177
C -5.9188 4.9478 0.8698
C -4.7917 5.6823 0.4779
C -3.6222 5.0297 0.1174
C -3.5389 3.6468 0.1100
C -2.2492 2.9813 -0.2160
C -2.2336 2.2207 -1.6000
O -3.2684 1.7533 -2.0279
O -1.0605 2.1543 -2.1310
H -6.3641 -2.5111 1.2753
H -8.4504 -2.1143 0.0091
H -8.7047 -0.0622 -1.3352
H -3.7744 1.1343 0.2707
H -6.7530 3.0062 1.1309
H -6.8084 5.4538 1.2177
H -4.8248 6.7632 0.4964
H -2.7465 5.6020 -0.1590
H -1.9810 2.1977 0.5041
H -1.4356 3.7020 -0.2373
O -0.7903 -1.0843 -1.0441
C 0.0637 -1.9850 -0.8700
O 1.2998 -1.7250 -0.6775
C -0.3893 -3.4108 -0.9173
C -1.7403 -3.7150 -1.0724
C -2.1540 -5.0335 -1.1779
C -1.2285 -6.0641 -1.1308
C 0.1108 -5.7491 -0.9666
C 0.5388 -4.4386 -0.8646
N 1.1065 -6.8241 -0.8997
O 0.7382 -7.9536 -1.1160
O 2.2591 -6.5006 -0.6485
H -2.4544 -2.9037 -1.1217
H -3.2008 -5.2680 -1.3116
H -1.5219 -7.0999 -1.2236
H 1.5911 -4.2225 -0.7802
```

Output
Total charge ... +2
Kohn-Sham gap (alpha / beta) ... 6.5216 / 5.4529 eV

4.
Here is a 8-piece molecular cluster, C42H40N8O10 overall from the OMol25 dataset. Energies are from the ωB97M-V functional and the def2-TZVPD basis.

The geometry in XYZ format:
```
100
Properties=species:S:1:pos:R:3
O 0.0597 3.8585 2.5463
N -0.3051 4.4294 1.5398
O -1.4333 4.8809 1.3010
C 0.6961 4.6655 0.4861
C 0.6700 5.9251 -0.0652
C 1.5975 6.1983 -0.9965
C 2.5858 5.3057 -1.4656
C 2.6597 4.1048 -0.8450
C 1.6922 3.7302 0.0827
H -0.0255 6.6750 0.3277
H 1.6495 7.2651 -1.2936
H 3.3639 5.5776 -2.1241
H 3.3463 3.3951 -1.1253
H 1.7018 2.7672 0.5429
O 0.2987 -5.0947 0.0098
N -0.2000 -5.6465 0.9673
O -0.7314 -6.7922 0.8525
C -0.2725 -4.9734 2.2470
C 0.0193 -3.6220 2.3310
C -0.0651 -2.9525 3.5871
C -0.4377 -3.7651 4.6767
C -0.6127 -5.1099 4.5189
C -0.5219 -5.7780 3.3528
H 0.3009 -3.1708 1.4087
H 0.2790 -1.9376 3.6368
H -0.4879 -3.4491 5.7192
H -0.8348 -5.6948 5.3894
H -0.5963 -6.8194 3.3753
O -5.8822 0.8785 1.9298
N -4.9256 0.8643 2.7171
O -4.2679 -0.1280 3.0515
C -4.6389 2.1746 3.2741
C -4.1946 2.1538 4.5905
C -4.0100 3.4108 5.2048
C -4.2105 4.6014 4.4829
C -4.7581 4.5691 3.1774
C -4.9367 3.3333 2.5684
H -4.0900 1.2359 5.1767
H -3.6995 3.5082 6.2089
H -4.0519 5.5467 5.0031
H -5.0602 5.4685 2.6913
H -5.2142 3.3466 1.5266
O -1.3574 -2.4420 -2.6424
N -1.7521 -3.5431 -2.2922
O -1.2978 -4.5670 -2.7790
C -2.8940 -3.5168 -1.3912
C -3.3340 -4.6977 -0.7693
C -4.4014 -4.6346 0.0748
C -5.1093 -3.4795 0.2707
C -4.5886 -2.2953 -0.2718
C -3.4569 -2.2909 -1.1053
H -2.8607 -5.6181 -1.0789
H -4.6938 -5.5528 0.5722
H -6.0422 -3.5935 0.8332
H -5.1768 -1.3803 -0.1520
H -3.0855 -1.3657 -1.5513
O 0.2380 2.5495 -3.4475
N 0.6064 1.9075 -2.4501
O 1.7972 1.5073 -2.3223
C -0.3959 1.5004 -1.4664
C -0.0312 0.7644 -0.3292
C -0.9592 0.3233 0.5789
C -2.2772 0.6451 0.2481
C -2.6575 1.2788 -0.9140
C -1.7151 1.7767 -1.7860
H 1.0280 0.5872 -0.3427
H -0.7525 -0.1890 1.5343
H -3.1073 0.4108 0.9106
H -3.6968 1.6366 -1.1131
H -1.9937 2.4201 -2.6303
C 2.7483 -0.2230 1.6801
C 3.6809 0.8604 1.4956
C 4.3003 0.6121 0.3015
N 3.8689 -0.5832 -0.1853
C 2.7969 -1.0631 0.6127
H 2.1279 -0.3944 2.5153
H 3.9313 1.7418 2.0550
H 5.0229 1.2169 -0.2670
H 3.9264 -0.8463 -1.1387
H 2.2579 -2.0070 0.3297
C 5.3085 0.9505 -5.7845
C 6.3724 1.2365 -4.8763
C 5.8544 1.7776 -3.7170
N 4.4804 1.7304 -3.8412
C 4.1189 1.2131 -5.0799
H 5.4559 0.6012 -6.8030
H 7.4596 1.0907 -4.9657
H 6.3402 2.2493 -2.9087
H 3.8364 2.0439 -3.1774
H 3.0939 1.1109 -5.4866
C 3.5585 -2.1584 -3.2793
C 3.5482 -3.4221 -2.7436
C 2.3059 -3.5831 -2.2291
N 1.5734 -2.4457 -2.3458
C 2.3228 -1.5767 -3.1035
H 4.4716 -1.7108 -3.6740
H 4.3078 -4.1742 -2.7657
H 1.8260 -4.4177 -1.8041
H 0.5755 -2.3559 -2.2591
H 2.0394 -0.5511 -3.3287
```

Output
Total charge ... 0
Relative energy (zero: lowest compared OMol25 entry of this formula, charge and spin) ... 0.000 eV
Kohn-Sham gap ... 6.6960 eV
SMILES string ... O=[N+]([O-])c1ccccc1.O=[N+]([O-])c1ccccc1.O=[N+]([O-])c1ccccc1.O=[N+]([O-])c1ccccc1.O=[N+]([O-])c1ccccc1.c1cc[nH]c1.c1cc[nH]c1.c1cc[nH]c1

5.
Here is C42H41AlAsN3PS as an isolated structure from the OMol25 dataset. Energies are from the ωB97M-V functional and the def2-TZVPD basis.

The geometry in XYZ format:
```
90
Properties=species:S:1:pos:R:3
Al -0.0577 0.4428 0.8949
C -1.9535 2.3451 -2.4981
C -1.0765 1.5500 -1.7651
N -0.9200 1.6648 -0.4600
C -1.5886 2.6347 0.2016
C -2.5414 3.4550 -0.4575
C -2.7148 3.2771 -1.8417
C -3.2588 4.4005 0.2911
C -3.0262 4.4997 1.6372
C -2.0529 3.7323 2.2837
C -1.2791 2.8131 1.5881
N -0.2633 1.9928 2.0000
C 0.3503 1.9245 3.2222
C 0.2718 2.7803 4.3119
C 0.9426 2.4918 5.5047
C 1.7892 1.4215 5.6220
C 1.9940 0.5817 4.5125
C 2.9186 -0.4814 4.4992
C 2.9947 -1.2969 3.3967
C 2.1559 -1.0513 2.3107
N 1.3159 -0.0322 2.2725
C 1.2298 0.7993 3.3368
H -2.0353 2.2065 -3.5613
H -0.4682 0.7975 -2.2560
H -3.4396 3.8807 -2.3670
H -3.9856 5.0221 -0.2045
H -3.6047 5.1963 2.2234
H -1.9467 3.8602 3.3460
H -0.2961 3.6933 4.2674
H 0.7873 3.1425 6.3519
H 2.3109 1.2093 6.5418
H 3.5516 -0.6445 5.3595
H 3.6969 -2.1142 3.3590
H 2.1562 -1.6994 1.4395
S -1.7647 -0.6096 1.9802
C -1.9253 -2.3279 1.5562
C -2.5390 -3.1718 2.4738
C -2.8618 -4.4667 2.1164
C -2.5687 -4.9322 0.8444
C -1.9136 -4.1089 -0.0525
C -1.5757 -2.8067 0.2951
As -0.7447 -1.5960 -0.9529
C -2.3670 -1.1719 -1.9517
C -3.5762 -1.1433 -1.2677
C -4.7457 -0.7822 -1.9114
C -4.7252 -0.4678 -3.2591
C -3.5241 -0.4793 -3.9488
C -2.3497 -0.8083 -3.2946
C 0.1742 -2.9921 -1.9880
C -0.1099 -3.3836 -3.2866
C 0.6257 -4.3944 -3.8872
C 1.6339 -5.0351 -3.1897
C 1.9059 -4.6707 -1.8797
C 1.1859 -3.6493 -1.2923
H -2.7777 -2.7848 3.4516
H -3.3642 -5.1059 2.8248
H -2.8590 -5.9278 0.5473
H -1.6863 -4.4748 -1.0478
H -3.6107 -1.4042 -0.2184
H -5.6703 -0.7469 -1.3541
H -5.6406 -0.2094 -3.7683
H -3.5026 -0.2206 -4.9974
H -1.4078 -0.7686 -3.8349
H -0.9280 -2.9285 -3.8282
H 0.3996 -4.6876 -4.9013
H 2.2001 -5.8248 -3.6589
H 2.6718 -5.1863 -1.3188
H 1.3769 -3.3668 -0.2579
C 3.4893 -0.2923 -2.7524
C 2.3949 -0.4387 -1.7080
P 2.1118 0.9434 -0.5113
C 2.1601 2.4232 -1.6281
C 1.7136 3.7173 -0.9547
C 3.7703 1.0186 0.3112
C 3.9081 2.1544 1.3196
H 3.4783 -1.1726 -3.3903
H 4.4786 -0.2156 -2.3130
H 3.3144 0.5744 -3.3816
H 2.5685 -1.3340 -1.1018
H 1.4400 -0.5858 -2.2278
H 1.4939 2.2019 -2.4665
H 3.1765 2.5304 -2.0163
H 0.8199 3.5557 -0.3563
H 1.4885 4.4668 -1.7111
H 2.4924 4.1097 -0.3082
H 4.5378 1.1164 -0.4599
H 3.9191 0.0603 0.8150
H 4.0858 3.1004 0.8142
H 4.7492 1.9637 1.9828
H 3.0151 2.2404 1.9359
```

Output
Total charge ... +1
Relative energy (zero: lowest compared OMol25 entry of this formula, charge and spin) ... 0.000 eV
Kohn-Sham gap ... 6.6969 eV

Number 1: electronic energy -73265.897 eV. Number 2: electronic energy -165739.590 eV. Number 3: electronic energy -101337.292 eV. Number 4: electronic energy -76582.494 eV. Number 5: electronic energy -136249.660 eV.